1.
# C13H20PtS3Sb2

A molecular structure, C13H20PtS3Sb2 (the ωB97M-V functional and the def2-TZVPD basis, the Open Molecules 2025 dataset).

The geometry in ORCA input format:
```
! RIJCOSX wB97M-V def2-TZVPD def2/J DEFGRID3
* xyz 0 3
Pt 0.10 -0.05 0.36
C 4.47 -0.55 -0.20
Sb 2.62 0.47 0.04
C 2.73 1.75 -1.65
C 3.19 1.88 1.55
C 3.58 1.20 2.83
C 4.90 0.78 2.98
C 5.34 0.13 4.12
C 4.45 -0.09 5.16
C 3.14 0.33 5.03
C 2.68 0.97 3.88
C 1.23 1.36 3.83
Sb 0.03 -0.16 2.92
C -1.87 0.40 3.67
C 0.53 -1.77 4.20
H 5.24 0.20 -0.32
H 4.42 -1.16 -1.10
H 4.69 -1.18 0.66
H 3.61 2.39 -1.58
H 1.82 2.35 -1.67
H 2.79 1.16 -2.56
H 2.33 2.55 1.65
H 4.02 2.47 1.16
H 5.60 0.98 2.18
H 6.38 -0.18 4.20
H 4.78 -0.58 6.07
H 2.45 0.17 5.85
H 1.04 2.28 3.28
H 0.84 1.48 4.84
H -1.82 0.46 4.76
H -2.62 -0.32 3.37
H -2.12 1.37 3.25
H 0.32 -1.48 5.23
H 1.59 -2.01 4.10
H -0.06 -2.65 3.94
S -3.40 2.63 -0.67
C -2.10 1.72 -0.36
S -1.91 0.01 -0.73
S -0.65 2.25 0.48
*
```

The value obtained for the LUMO energy (spin up / spin down) is 0.3 / -1.5 eV. For the gap between HOMO and LUMO (spin up / spin down), the calculation gives 7.37 / 6.38 eV. The total energy comes out at -62632.0860 eV. The calculation puts the strongest force on any atom at 0.5 eV Å⁻¹. Its HOMO energy (spin up / spin down) is -0.25951 / -0.28976 Eh.


2.
# C5H7N3OS

C5H7N3OS in the gas phase in a non-equilibrium geometry (the ωB97M-V functional and the def2-TZVPD basis, the Open Molecules 2025 dataset).

The geometry in ORCA input format:
```
! RIJCOSX wB97M-V def2-TZVPD def2/J DEFGRID3
* xyz 0 1
C -1.34 1.21 0.17
C -0.43 -1.23 -0.83
C -2.06 0.12 0.07
C 0.69 -0.47 -0.23
C 2.96 -0.47 0.49
N -1.67 -1.08 -0.55
N 1.81 -1.03 -0.12
N -3.33 -0.01 0.41
O 0.84 2.25 -0.92
S 0.43 1.36 0.17
H -1.88 2.06 0.70
H -0.21 -2.05 -1.60
H 3.85 -1.01 0.59
H 2.81 -0.18 1.51
H 3.28 0.44 0.02
H -3.92 0.61 0.84
H -3.75 -0.79 0.08
*
```

The value obtained for the LUMO energy is -0.6 eV. For the gap between HOMO and LUMO, the calculation gives 8.00 eV. The total energy comes out at -22648.2068 eV. The calculation puts the strongest force on any atom at 3.9 eV Å⁻¹. Its HOMO energy is -0.31679 Eh. For the relative energy (zero: lowest compared OMol25 entry of this formula, charge and spin), the calculation gives 333.5 kJ/mol.